13
Properties=species:S:1:pos:R:3:forces:R:3:lowdin_charge:R:1 method="wB97M-V/def2-TZVPD" e_homo_ha=-0.3113 lumo_energy_ev=-0.92 e_tot_ha=-717.76291 relative_energy_ev=3.557
C -0.483385 1.827948 -0.060270 1.8 -0.8 -0.6 0.08
C -0.534192 0.501618 0.017557 0.9 -2.2 -1.5 -0.22
C -1.692197 -0.614340 0.002689 -1.6 3.3 0.7 -0.78
S -3.324082 -0.209525 0.042578 2.0 -0.5 -0.1 0.63
N -1.132746 -1.840199 -0.002615 0.9 -0.5 -0.5 0.05
C 0.154402 -1.646182 -0.132491 0.3 -2.1 0.7 -0.15
N 0.606074 -0.397143 -0.230710 -0.9 1.1 0.7 -0.18
N 1.890595 -0.258365 0.224079 4.0 1.7 -3.0 0.01
H -1.429561 2.222569 -0.030557 -2.1 1.5 0.3 0.02
H 0.383019 2.497109 -0.338965 -0.9 -1.3 0.6 0.10
H 0.966676 -2.428851 -0.036509 -1.4 0.8 -0.4 0.16
H 2.646847 0.178865 -0.604048 -3.2 -1.2 3.5 0.20
H 1.948544 0.166499 1.149262 0.1 0.2 -0.6 0.09